No. 1
{"formula": "C4H7NO", "method": "ωB97M-V/def2-TZVPD", "de_lowest_kcal_mol": 111.8, "e_homo_ev": -8.77, "e_tot_ev": -7794.798, "largest_force_ev_per_a": 2.628, "smiles": "C1N[C@H]1[C@H]1CO1", "homo_lumo_gap_ev": 9.73, "elements": ["C", "N", "C", "C", "C", "O", "H", "H", "H", "H", "H", "H", "H"], "xyz": [[-1.7015, -0.1871, -0.0124], [-1.1562, 0.8987, 0.6872], [-0.4954, -0.0109, -0.7333], [0.8465, -0.4661, -0.4599], [1.7946, 0.3315, 0.3091], [1.1550, -0.7842, 0.8882], [-1.9444, -1.1091, 0.4552], [-2.5005, 0.1720, -0.6278], [-0.9725, 0.5640, 1.6385], [-0.6441, 0.2720, -1.7738], [1.2460, -1.1396, -1.2111], [2.8524, 0.2066, 0.1221], [1.4741, 1.2885, 0.6945]], "atomic_forces_ev_per_a": [[-2.3617, -1.1094, -0.3105], [0.1497, 0.9032, -1.1813], [0.5577, 1.2339, 0.8842], [0.3358, -0.6236, 0.4454], [0.3836, 0.3971, -0.0581], [0.0299, -0.6925, 0.2062], [-0.1096, -0.7589, 0.6997], [-0.9033, -0.2749, -0.3908], [1.4288, -0.1320, -0.5796], [0.2386, 1.1118, 0.3090], [0.1538, -0.1749, -0.0021], [0.1510, -0.0082, 0.0218], [-0.0542, 0.1283, -0.0438]]}

---

No. 2
{"formula": "C17H19AuN7O4", "method": "ωB97M-V/def2-TZVPD", "de_lowest_kcal_mol": 2.4, "e_homo_ev": -11.46, "e_tot_ev": -40240.012, "largest_force_ev_per_a": 0.451, "total_charge": 1, "homo_lumo_gap_ev": 6.22, "elements": ["Au", "O", "C", "C", "C", "C", "C", "C", "C", "O", "N", "N", "C", "C", "C", "C", "C", "C", "C", "O", "H", "H", "H", "H", "H", "H", "H", "H", "H", "H", "C", "C", "O", "H", "H", "H", "H", "H", "H", "N", "N", "N", "C", "N", "N", "H", "H", "H"], "xyz": [[-0.3138, 0.3011, -0.3168], [1.9246, -2.2600, -3.4800], [3.0078, -2.4961, -2.7210], [4.2397, -2.6320, -3.3566], [5.3729, -2.8694, -2.6090], [5.3186, -2.9726, -1.2149], [4.1131, -2.8254, -0.5758], [2.9391, -2.5857, -1.3123], [1.6623, -2.3574, -0.6765], [0.5932, -2.2523, -1.2444], [1.7010, -2.2242, 0.7840], [0.8642, -1.3955, 1.1840], [0.8534, -1.2750, 2.5827], [0.0053, -0.4975, 3.2958], [0.1771, -0.5542, 4.7440], [-0.6255, 0.1083, 5.5862], [-1.7088, 0.9089, 5.0678], [-1.9398, 1.0161, 3.7477], [-1.1105, 0.3487, 2.7643], [-1.3940, 0.5052, 1.5649], [1.1359, -2.2848, -2.8993], [4.2762, -2.5590, -4.4349], [6.3225, -2.9838, -3.1158], [6.2173, -3.1701, -0.6484], [4.0488, -2.9055, 0.5001], [1.5903, -1.8916, 3.0909], [0.9901, -1.1653, 5.1154], [-0.4785, 0.0495, 6.6551], [-2.3454, 1.4340, 5.7684], [-2.7470, 1.6166, 3.3511], [-2.6526, 4.7287, -1.9709], [-1.8732, 3.4408, -2.1313], [-1.6162, 2.8000, -0.8783], [-2.7463, 5.2409, -2.9291], [-2.1490, 5.3959, -1.2714], [-3.6619, 4.5327, -1.6019], [-0.8909, 3.6413, -2.5608], [-2.3956, 2.7516, -2.8020], [-2.4433, 2.7480, -0.3871], [0.2692, 0.2849, -5.6134], [0.6292, 0.4921, -4.3006], [1.7442, 1.0984, -3.9704], [1.6371, 1.1456, -2.6529], [0.4955, 0.5821, -2.2446], [-0.1519, 0.1723, -3.3205], [1.1250, 0.2485, -6.1560], [-0.2263, -0.5985, -5.6686], [2.3796, 1.5724, -2.0017]], "atomic_forces_ev_per_a": [[-0.0157, 0.2884, -0.3466], [0.0146, -0.0022, -0.0535], [0.0149, -0.0077, 0.0404], [-0.0502, 0.0124, -0.0129], [0.0121, -0.0021, 0.0287], [0.0419, -0.0015, -0.0252], [-0.0128, -0.0035, 0.0305], [0.0140, 0.0869, -0.1195], [-0.0547, 0.1361, 0.2810], [-0.0970, -0.2336, -0.1206], [-0.2207, 0.1220, 0.1195], [0.1415, -0.1982, 0.0575], [-0.0670, -0.0021, 0.0161], [0.1403, -0.1793, -0.0987], [0.0347, 0.0160, 0.1077], [0.1282, -0.1118, -0.0315], [-0.0570, 0.0449, -0.1106], [-0.0709, 0.0389, -0.0254], [-0.1419, 0.0131, -0.1962], [0.3796, -0.1233, 0.1297], [0.0082, -0.0086, 0.0231], [0.0066, -0.0021, 0.0072], [-0.0044, -0.0023, 0.0068], [-0.0044, 0.0030, -0.0049], [-0.0011, -0.0065, -0.0063], [0.0204, 0.0589, 0.0795], [-0.0182, 0.0198, 0.0199], [0.0211, -0.0160, -0.0037], [-0.0113, 0.0060, -0.0174], [0.0071, -0.0120, 0.0136], [0.0036, 0.0022, -0.0075], [0.0124, -0.0206, 0.0322], [-0.0616, 0.0963, 0.0170], [-0.0101, -0.0096, -0.0040], [0.0038, 0.0018, -0.0082], [0.0098, -0.0002, 0.0150], [0.0138, -0.0040, 0.0073], [-0.0133, -0.0015, -0.0179], [-0.0083, 0.0036, -0.0240], [-0.0130, -0.0166, -0.0628], [0.0387, 0.0247, 0.1324], [-0.0287, -0.0430, -0.0935], [0.0006, -0.0480, 0.0747], [-0.1328, 0.0783, 0.2467], [0.0683, -0.0230, -0.1023], [0.0075, 0.0106, 0.0029], [-0.0089, 0.0000, 0.0078], [-0.0395, 0.0155, -0.0040]]}

---

No. 3
{"formula": "C32H30As2IrN9O", "method": "ωB97M-V/def2-TZVPD", "de_lowest_kcal_mol": 1.7, "e_homo_ev": [-12.25, -14.06], "spin_multiplicity": 5, "e_tot_ev": -173629.195, "largest_force_ev_per_a": 0.493, "total_charge": 2, "homo_lumo_gap_ev": [6.04, 5.89], "elements": ["Ir", "C", "C", "N", "C", "C", "N", "C", "C", "C", "C", "C", "N", "C", "C", "N", "C", "C", "N", "C", "C", "C", "N", "C", "C", "H", "H", "H", "H", "H", "H", "H", "H", "H", "H", "H", "H", "C", "As", "C", "C", "C", "C", "C", "C", "C", "As", "C", "C", "H", "H", "H", "H", "H", "H", "H", "H", "H", "H", "H", "H", "H", "H", "H", "H", "N", "C", "O", "C", "C", "N", "C", "N", "H", "H"], "xyz": [[0.3036, -0.6871, -0.7867], [-1.1877, 2.3592, -3.8677], [-0.5495, 1.2830, -3.2666], [-0.6523, 1.0767, -1.9571], [-1.4006, 1.9284, -1.2439], [-2.0460, 2.9858, -1.8724], [-1.9366, 3.2078, -3.1755], [-1.5527, 1.6165, 0.2003], [-2.0504, 2.4964, 1.1437], [-2.1935, 2.0841, 2.4717], [-1.8525, 0.7593, 2.7621], [-1.3661, -0.0659, 1.7650], [-1.1881, 0.3749, 0.5188], [-1.0349, -1.5016, 1.9465], [-1.4513, -2.2497, 3.0384], [-1.2174, -3.5514, 3.1365], [-0.5830, -4.1228, 2.1218], [-0.1656, -3.3976, 1.0139], [-0.3789, -2.0892, 0.9388], [-2.6941, 3.0084, 3.5249], [-3.0305, 2.5497, 4.7950], [-3.4941, 3.4537, 5.7378], [-3.6410, 4.7552, 5.5105], [-3.3169, 5.1885, 4.2963], [-2.8468, 4.3702, 3.2814], [-1.0953, 2.5324, -4.9322], [0.0530, 0.5832, -3.8298], [-2.6854, 3.6608, -1.3186], [-2.3278, 3.4948, 0.8450], [-1.9516, 0.3728, 3.7638], [-2.0107, -1.7980, 3.8467], [-0.4005, -5.1878, 2.1860], [0.3458, -3.8663, 0.1833], [-2.9597, 1.5097, 5.0757], [-3.7638, 3.1080, 6.7282], [-3.4370, 6.2503, 4.1193], [-2.5973, 4.8222, 2.3332], [2.5519, -0.7628, 2.2939], [2.3061, 0.0607, 0.5586], [2.6390, 1.9285, 0.9337], [3.8501, -0.5669, -0.4284], [5.1269, -0.2431, 0.0235], [6.2492, -0.7386, -0.6206], [6.1038, -1.5728, -1.7199], [4.8373, -1.8972, -2.1789], [3.7020, -1.3969, -1.5450], [1.9562, -1.8368, -2.2680], [2.1367, -1.3130, -4.1219], [1.9574, -3.7677, -2.3795], [3.5439, -0.5118, 2.6678], [2.4625, -1.8441, 2.2049], [1.7983, -0.3860, 2.9849], [3.5619, 2.0421, 1.5012], [1.8059, 2.3108, 1.5232], [2.7123, 2.4846, 0.0012], [5.2588, 0.4006, 0.8857], [7.2361, -0.4781, -0.2638], [6.9767, -1.9686, -2.2205], [4.7435, -2.5461, -3.0421], [2.9860, -1.8372, -4.5580], [2.3077, -0.2401, -4.1909], [1.2303, -1.5862, -4.6606], [2.6669, -4.0902, -3.1403], [0.9565, -4.1054, -2.6429], [2.2507, -4.1854, -1.4180], [-2.8844, -1.7788, -4.1169], [-2.4489, -1.7326, -2.8540], [-1.3658, -2.1251, -2.4487], [-3.3582, -1.0473, -1.8687], [-3.4611, -1.5795, -0.5748], [-3.5386, -2.0400, 0.4808], [-3.9619, 0.1744, -2.1931], [-4.4012, 1.2113, -2.4546], [-3.8170, -1.4999, -4.3759], [-2.3199, -2.2497, -4.8072]], "atomic_forces_ev_per_a": [[0.4732, -0.1394, 0.0107], [-0.0049, 0.0230, -0.0783], [0.0362, 0.0042, -0.0040], [-0.1958, -0.1127, 0.2198], [0.0503, 0.0516, 0.2291], [0.0437, 0.1479, -0.1172], [0.0896, -0.0614, 0.1139], [0.0325, 0.0700, -0.1764], [-0.0661, -0.0398, 0.0169], [-0.0139, 0.0232, 0.0464], [0.0145, -0.0018, -0.0259], [0.0519, -0.1014, 0.0517], [-0.0552, 0.0452, 0.0753], [-0.0288, 0.1981, 0.0008], [0.0070, -0.0942, 0.1010], [0.0155, 0.1030, -0.0967], [0.0351, -0.1050, 0.0428], [0.0886, 0.0241, -0.0313], [-0.2867, 0.1045, -0.1457], [0.0334, -0.0741, -0.0879], [-0.0113, 0.0333, -0.0558], [-0.0572, 0.0270, 0.1470], [0.0788, -0.1393, -0.1562], [-0.0410, 0.1522, 0.0425], [0.0339, -0.0541, 0.0386], [0.0128, -0.0030, -0.0139], [-0.0148, -0.0072, -0.0345], [-0.0146, -0.0005, 0.0077], [-0.0168, 0.0108, 0.0031], [-0.0048, 0.0229, 0.0231], [-0.0003, 0.0160, 0.0199], [0.0007, -0.0113, -0.0161], [-0.0236, -0.0183, -0.0082], [-0.0184, -0.0273, 0.0022], [-0.0044, -0.0033, 0.0171], [-0.0035, 0.0163, 0.0033], [0.0125, 0.0171, -0.0187], [-0.0025, -0.0001, 0.0213], [-0.0083, 0.1364, -0.0435], [0.0539, 0.0262, -0.0089], [0.0074, -0.0719, -0.0259], [0.0035, 0.0117, 0.0136], [-0.0063, -0.0019, -0.0097], [-0.0006, -0.0021, 0.0034], [0.0000, 0.0104, -0.0077], [0.0619, 0.0298, 0.0051], [-0.0384, 0.0319, 0.0844], [-0.0242, 0.0008, -0.0481], [0.0005, -0.0301, 0.0000], [-0.0174, -0.0163, 0.0174], [-0.0018, 0.0061, 0.0060], [0.0037, -0.0099, 0.0003], [-0.0148, 0.0127, -0.0129], [0.0151, 0.0100, -0.0052], [-0.0084, -0.0056, 0.0071], [-0.0136, -0.0095, -0.0008], [0.0076, 0.0036, 0.0093], [0.0087, -0.0021, -0.0069], [-0.0051, -0.0011, 0.0030], [-0.0161, 0.0165, -0.0179], [0.0031, -0.0094, 0.0062], [0.0100, 0.0054, -0.0032], [-0.0030, -0.0165, 0.0218], [0.0064, 0.0018, -0.0110], [-0.0032, -0.0018, -0.0036], [0.1456, -0.0858, 0.0278], [-0.1706, 0.3470, 0.1301], [0.0461, -0.3229, -0.2199], [-0.0657, -0.0179, -0.1032], [-0.0303, 0.0271, -0.0845], [-0.0183, -0.0102, 0.0199], [-0.0515, -0.1663, 0.1435], [-0.0823, 0.0130, -0.0700], [-0.0277, -0.0058, 0.0315], [-0.0117, 0.0004, -0.0149]]}